{"formula": "C8H21NO", "method": "ωB97M-V with the def2-TZVPD basis set", "symbols": ["C", "C", "C", "C", "C", "C", "N", "H", "H", "H", "H", "H", "H", "H", "H", "H", "H", "H", "H", "H", "H", "H", "C", "C", "O", "H", "H", "H", "H", "H", "H"], "positions_angstrom": [[1.997, 0.088, 0.345], [-0.928, 0.209, 1.219], [-0.436, 1.548, -0.821], [2.506, 0.102, -1.060], [1.986, -1.253, 1.005], [2.430, 1.230, 1.204], [-0.438, 0.276, -0.134], [-0.284, 0.781, 1.892], [-1.940, 0.620, 1.286], [-0.943, -0.825, 1.557], [-0.110, 1.407, -1.849], [0.253, 2.243, -0.333], [-1.438, 1.983, -0.828], [2.384, 1.080, -1.533], [3.007, -1.648, 1.166], [2.281, 2.197, 0.713], [2.002, -0.643, -1.689], [3.586, -0.139, -1.114], [1.509, -1.224, 1.990], [1.465, -2.008, 0.401], [1.902, 1.252, 2.163], [3.509, 1.176, 1.453], [-2.622, -0.368, -1.135], [-2.870, -1.774, -0.716], [-3.551, 0.587, -0.727], [-3.922, 0.325, 0.123], [-2.341, -0.182, -2.166], [-0.201, -0.559, -0.621], [-2.072, -2.427, -1.079], [-3.824, -2.185, -1.090], [-2.898, -1.870, 0.379]], "atomic_forces_ev_per_a": [[1.2, -0.2, 0.2], [0.2, 0.0, -0.6], [0.0, -0.5, 0.3], [0.0, 0.0, -0.2], [-0.1, -0.2, 0.1], [0.0, 0.2, 0.1], [0.0, 0.6, 0.4], [0.0, 0.0, 0.1], [-0.1, 0.0, 0.1], [0.0, 0.0, 0.0], [0.0, 0.0, 0.0], [0.0, 0.1, 0.0], [0.0, 0.1, 0.0], [0.0, 0.0, 0.0], [-0.1, 0.1, -0.1], [0.0, -0.1, 0.0], [0.0, 0.0, 0.1], [-0.2, 0.0, 0.1], [0.0, 0.0, -0.1], [0.0, 0.1, 0.0], [0.0, 0.0, -0.1], [-0.2, -0.1, -0.1], [-1.2, -0.1, -0.5], [0.0, -0.1, 0.1], [0.2, -0.2, 0.0], [0.0, 0.0, -0.1], [0.1, 0.0, 0.1], [-0.1, 0.0, 0.0], [0.0, 0.0, 0.0], [0.1, 0.1, 0.0], [0.0, 0.0, -0.1]], "orbital_gap_ha": [0.2549, 0.2554], "charge": 0, "relative_energy_kcal_mol": 105.28}



{"formula": "C29H32AsN2NiO2P", "method": "ωB97M-V with the def2-TZVPD basis set", "symbols": ["Ni", "C", "N", "C", "C", "C", "C", "C", "N", "C", "C", "C", "C", "C", "C", "H", "H", "H", "H", "H", "H", "H", "H", "H", "H", "H", "O", "C", "O", "C", "P", "C", "C", "C", "C", "C", "C", "C", "C", "C", "C", "C", "C", "H", "H", "H", "H", "H", "H", "H", "H", "H", "H", "H", "H", "C", "As", "C", "C", "H", "H", "H", "H", "H", "H", "H", "H", "H"], "positions_angstrom": [[-0.114, -0.394, -1.580], [-2.108, -2.542, -0.987], [-1.164, -1.914, -1.917], [-0.890, -2.484, -3.044], [0.148, -1.911, -3.809], [0.791, -2.177, -5.013], [1.811, -1.227, -5.117], [1.741, -0.428, -3.974], [0.737, -0.839, -3.183], [-1.394, -3.547, -0.116], [-1.690, -4.900, -0.210], [-1.002, -5.832, 0.558], [0.004, -5.413, 1.414], [0.310, -4.061, 1.509], [-0.392, -3.131, 0.758], [-2.891, -3.038, -1.565], [-2.558, -1.756, -0.384], [-1.431, -3.377, -3.349], [0.550, -2.961, -5.713], [2.523, -1.121, -5.918], [2.376, 0.401, -3.708], [-2.471, -5.231, -0.886], [-1.246, -6.883, 0.478], [0.551, -6.136, 2.004], [1.103, -3.731, 2.167], [-0.153, -2.076, 0.839], [-2.603, -0.103, 0.815], [-1.593, 0.571, 0.796], [-0.623, 0.441, -0.072], [-1.369, 1.672, 1.820], [0.360, 2.310, 1.900], [0.158, 3.507, 3.278], [0.228, 4.864, 2.977], [0.049, 5.821, 3.968], [-0.194, 5.426, 5.274], [-0.257, 4.073, 5.588], [-0.082, 3.121, 4.597], [1.216, 0.953, 2.785], [2.560, 1.154, 3.103], [3.290, 0.177, 3.759], [2.687, -1.026, 4.107], [1.354, -1.239, 3.793], [0.624, -0.260, 3.130], [-1.741, 1.325, 2.786], [-2.003, 2.516, 1.534], [0.432, 5.171, 1.958], [0.107, 6.873, 3.720], [-0.329, 6.169, 6.050], [-0.440, 3.761, 6.609], [-0.120, 2.068, 4.852], [3.039, 2.089, 2.828], [4.330, 0.354, 4.001], [3.253, -1.790, 4.624], [0.870, -2.164, 4.080], [-0.419, -0.451, 2.905], [4.603, 2.203, -1.996], [3.271, 2.287, -0.550], [2.970, 0.346, -0.396], [1.718, 2.690, -1.681], [4.252, 1.587, -2.824], [5.529, 1.778, -1.609], [4.814, 3.208, -2.361], [3.214, -0.161, -1.331], [1.920, 0.165, -0.153], [3.566, -0.070, 0.413], [1.804, 3.710, -2.057], [0.822, 2.623, -1.066], [1.637, 2.016, -2.535]], "atomic_forces_ev_per_a": [[0.1, 0.0, -0.1], [0.0, 0.0, 0.0], [-0.1, 0.0, 0.0], [0.0, 0.0, 0.0], [0.0, 0.0, 0.0], [0.0, 0.0, 0.0], [0.0, 0.0, 0.0], [0.0, 0.0, 0.0], [0.0, 0.0, -0.1], [0.0, 0.0, 0.0], [0.0, 0.0, 0.0], [0.0, 0.0, 0.0], [0.0, 0.0, 0.0], [0.0, 0.0, 0.0], [0.0, 0.0, 0.0], [0.0, 0.0, 0.0], [0.0, 0.0, 0.0], [0.0, 0.0, 0.0], [0.0, 0.0, 0.0], [0.0, 0.0, 0.0], [0.0, 0.0, 0.0], [0.0, 0.0, 0.0], [0.0, 0.0, 0.0], [0.0, 0.0, 0.0], [0.0, 0.0, 0.0], [0.0, 0.0, 0.0], [0.0, 0.0, 0.1], [0.0, 0.0, -0.1], [0.0, 0.0, 0.1], [0.0, 0.0, 0.0], [0.1, 0.0, 0.0], [0.0, 0.0, 0.0], [0.0, 0.0, 0.0], [0.0, 0.0, 0.0], [0.0, 0.0, 0.0], [0.0, 0.0, 0.0], [0.0, 0.0, 0.0], [0.0, -0.1, 0.0], [0.0, 0.0, 0.0], [0.0, 0.0, 0.0], [0.0, 0.0, 0.0], [0.0, 0.0, 0.0], [0.0, 0.0, 0.0], [0.0, 0.0, 0.0], [0.0, 0.0, 0.0], [0.0, 0.0, 0.0], [0.0, 0.0, 0.0], [0.0, 0.0, 0.0], [0.0, 0.0, 0.0], [0.0, 0.0, 0.0], [0.0, 0.0, 0.0], [0.0, 0.0, 0.0], [0.0, 0.0, 0.0], [0.0, 0.0, 0.0], [0.0, 0.0, 0.0], [0.0, 0.0, 0.0], [0.0, 0.0, 0.0], [-0.1, 0.0, -0.1], [0.0, 0.0, 0.0], [0.0, 0.0, 0.0], [0.0, 0.0, 0.0], [0.0, 0.0, 0.0], [0.0, 0.0, 0.0], [0.0, 0.0, 0.1], [0.0, 0.0, 0.0], [0.0, 0.0, 0.0], [0.0, 0.0, 0.0], [0.0, 0.0, 0.0]], "orbital_gap_ha": [0.2736, 0.2737], "charge": 0, "relative_energy_kcal_mol": 6.73}